(1)
15
Properties=species:S:1:pos:R:3:forces:R:3:nbo_charge:R:1 method="wB97M-V/def2-TZVPD" lumo_energy_ev=0.039 max_force_ev_per_a=8.387 energy_ha=-399.75002 molar_mass_da=113.12 de_lowest_ev=5.865 smiles="C[C@@H]1[C@H](C=O)N1C=O" orbital_gap_ev=9.90
C -1.513 0.048 1.253 -2.850 -2.349 2.714 -0.64
C -0.460 0.532 0.346 0.378 4.966 4.066 -0.06
C 0.110 -0.065 -0.770 -0.094 -0.653 -3.133 -0.21
C -0.407 -1.336 -1.368 2.866 -4.499 2.457 0.45
C 2.314 0.785 -0.002 2.591 -3.408 -1.164 0.51
H -1.248 -0.087 2.432 -0.237 0.516 -3.005 0.26
H -1.921 -1.121 0.925 0.542 3.696 0.932 0.23
H -2.280 1.066 1.226 1.193 -3.917 0.149 0.24
H -0.681 1.612 0.592 1.430 -0.428 -2.155 0.22
H 0.229 0.496 -1.668 0.640 1.230 -0.327 0.23
H -0.059 -2.347 -0.846 -0.735 1.734 0.111 0.10
H 2.627 1.594 0.821 -0.349 -1.519 -2.155 0.16
N 1.012 0.170 0.374 1.057 -0.912 -2.169 -0.44
O -0.856 -1.529 -2.444 -1.163 1.378 -1.348 -0.48
O 3.133 0.181 -0.872 -5.267 4.164 5.026 -0.55

---

(2)
15
Properties=species:S:1:pos:R:3:forces:R:3:nbo_charge:R:1 method="wB97M-V/def2-TZVPD" lumo_energy_ev=0.709 max_force_ev_per_a=4.071 energy_ha=-399.86305 molar_mass_da=113.12 de_lowest_ev=2.790 orbital_gap_ev=10.34
C 0.039 -0.214 1.345 -0.008 1.710 -2.228 0.10
C -0.982 0.935 0.798 -0.455 0.638 3.097 -0.43
C -0.976 0.654 -0.688 -1.613 -1.379 0.848 -0.18
C 0.127 -0.987 -0.008 -1.694 -0.375 3.058 -0.20
C 0.414 0.047 -0.944 1.822 1.589 -3.275 0.56
H 1.954 -0.314 1.957 -0.971 1.459 -0.891 0.47
H -0.355 -0.823 2.173 0.466 0.505 -0.089 0.19
H -0.644 1.964 1.058 0.206 -0.767 -0.193 0.23
H -2.005 0.851 1.391 1.818 -0.152 -1.790 0.23
H -1.737 1.178 -1.310 1.320 -0.062 0.130 0.24
H -1.286 -1.249 -1.525 -0.010 0.027 0.232 0.36
H 0.656 -1.901 0.135 0.175 -0.800 -0.765 0.22
N -1.297 -0.851 -0.580 0.246 -0.684 -0.037 -0.54
O 1.392 0.391 1.504 -0.829 -2.233 1.540 -0.72
O 1.203 0.064 -1.859 -0.474 0.525 0.365 -0.53

---

(3)
15
Properties=species:S:1:pos:R:3:forces:R:3:nbo_charge:R:1 method="wB97M-V/def2-TZVPD" lumo_energy_ev=0.181 max_force_ev_per_a=2.629 energy_ha=-399.94979 molar_mass_da=113.12 de_lowest_ev=0.429 smiles="NC1C(=O)CCC1=O" orbital_gap_ev=9.88
C -0.432 0.386 0.880 -0.028 -0.014 0.121 -0.27
C 0.194 -1.271 -0.894 0.330 0.118 -0.202 -0.53
C 1.305 -0.226 -0.813 -0.033 -0.417 -0.125 -0.53
C -0.796 -0.907 0.185 -2.211 -1.361 0.182 0.60
C 0.978 0.624 0.389 1.577 2.034 0.533 0.60
N -1.310 1.464 0.400 -0.043 0.014 0.269 -0.81
O -1.794 -1.570 0.442 1.412 1.041 -0.229 -0.52
O 1.747 1.450 0.868 -1.170 -1.199 -0.498 -0.52
H -0.447 0.258 1.965 0.053 -0.082 0.077 0.22
H -2.269 1.256 0.687 0.281 -0.008 -0.154 0.37
H -1.048 2.333 0.869 -0.001 -0.245 -0.204 0.37
H 0.585 -2.276 -0.711 -0.296 0.011 -0.112 0.25
H -0.302 -1.237 -1.868 -0.082 -0.272 0.211 0.25
H 2.285 -0.695 -0.693 0.001 0.348 -0.072 0.24
H 1.306 0.410 -1.704 0.208 0.033 0.202 0.25

---

(4)
15
Properties=species:S:1:pos:R:3:forces:R:3:nbo_charge:R:1 method="wB97M-V/def2-TZVPD" lumo_energy_ev=0.728 max_force_ev_per_a=5.444 energy_ha=-399.84821 molar_mass_da=113.12 de_lowest_ev=3.193 smiles="N[C@H]1[C@@H]2C[C@H]1C(=O)O2" orbital_gap_ev=10.32
C 0.422 0.978 -0.505 -0.848 2.686 -1.010 -0.07
C -1.050 0.709 -0.216 -0.499 -3.287 -0.375 0.03
C -0.782 0.918 1.211 -1.064 3.006 4.412 -0.42
C 0.668 0.429 0.903 0.336 -0.584 0.300 -0.33
C 0.173 -0.993 0.387 1.461 0.456 1.742 0.79
H 1.816 0.515 -1.985 -1.364 0.278 -0.258 0.38
H 0.186 1.005 -2.307 0.229 0.300 -2.006 0.37
H 0.364 2.057 -0.393 1.296 0.839 -0.629 0.17
H -1.994 0.853 -0.745 0.513 1.032 -0.099 0.23
H -1.139 2.021 1.643 1.811 -2.437 -1.306 0.23
H -1.184 0.239 1.987 -0.607 0.255 -0.764 0.23
H 1.615 0.613 1.638 -2.389 -0.810 -2.252 0.26
N 0.794 0.400 -1.809 1.623 0.317 2.258 -0.82
O 0.730 -2.025 0.538 0.150 -1.218 -0.074 -0.56
O -0.956 -0.769 -0.271 -0.648 -0.833 0.061 -0.49

---

(5)
15
Properties=species:S:1:pos:R:3:forces:R:3:nbo_charge:R:1 method="wB97M-V/def2-TZVPD" lumo_energy_ev=0.476 max_force_ev_per_a=5.717 energy_ha=-399.76630 molar_mass_da=113.12 de_lowest_ev=5.422 orbital_gap_ev=9.55
C -1.653 -0.105 -0.811 1.389 -2.674 4.050 -0.24
C -0.159 -0.279 -0.348 2.163 2.865 -1.147 -0.12
C 0.969 -1.042 -0.196 -2.665 -1.160 0.657 -0.20
C 2.136 -0.209 0.201 2.451 -0.445 2.341 -0.11
C 0.455 1.188 -0.195 2.088 -3.169 0.696 0.75
H -1.645 1.147 1.386 -1.923 -3.493 -2.573 0.40
H -2.476 -0.847 1.497 1.241 4.812 -2.828 0.35
H -1.744 0.702 -1.624 -0.257 -1.402 1.607 0.26
H -2.014 -1.251 -0.976 0.136 3.304 -0.024 0.23
H 1.071 -2.181 -0.246 -0.196 1.877 -0.029 0.23
H 2.706 -0.397 1.259 -1.857 0.067 -2.188 0.20
H 2.894 -0.473 -0.507 0.855 0.222 -0.642 0.19
N -2.309 0.360 0.762 0.852 -2.115 1.156 -0.89
O 1.835 1.177 0.132 -2.034 -1.894 -0.469 -0.49
O -0.064 2.208 -0.336 -2.243 3.207 -0.607 -0.56

---

(6)
15
Properties=species:S:1:pos:R:3:forces:R:3:nbo_charge:R:1 method="wB97M-V/def2-TZVPD" lumo_energy_ev="-1.397 / -1.396" max_force_ev_per_a=6.872 energy_ha=-399.76988 molar_mass_da=113.12 de_lowest_ev=5.325 orbital_gap_ev="7.70 / 7.70"
C 0.238 0.789 1.371 0.454 0.343 -2.905 -0.11
C 0.528 0.588 -0.219 6.100 1.032 2.992 0.58
C -1.436 0.433 -0.147 -3.386 -0.589 3.855 -0.02
C 2.156 -1.114 -0.638 -0.085 0.484 0.227 0.01
C -2.175 -0.612 -0.609 1.050 0.657 0.255 -0.25
O -1.064 0.307 1.343 -1.856 -0.653 -2.949 -0.51
N 0.979 -0.758 -0.382 -1.686 -0.397 -1.129 -0.48
O 0.962 1.532 -0.885 -1.420 -1.048 -0.202 -0.56
H 0.868 0.181 2.020 0.147 0.206 -0.080 0.19
H 0.272 1.866 1.557 0.213 -0.049 0.301 0.18
H -1.718 1.459 -0.371 0.127 -0.030 0.065 0.21
H 3.008 -0.436 -0.610 0.078 0.158 -0.267 0.16
H 2.326 -2.163 -0.865 0.178 -0.050 0.207 0.17
H -1.839 -1.622 -0.434 -0.321 -0.135 0.637 0.22
H -3.105 -0.451 -1.131 0.408 0.071 -1.009 0.21

---

(7)
15
Properties=species:S:1:pos:R:3:forces:R:3:nbo_charge:R:1 method="wB97M-V/def2-TZVPD" lumo_energy_ev=0.256 max_force_ev_per_a=4.618 energy_ha=-399.83782 molar_mass_da=113.12 de_lowest_ev=3.476 smiles="CN1[C@H](C=O)[C@@H]1C=O" orbital_gap_ev=9.80
C -0.398 1.180 1.122 -3.122 0.418 3.376 -0.43
C -0.564 0.061 -0.970 -2.711 -1.071 -1.917 -0.16
C -1.259 -1.172 -0.425 0.396 2.162 1.807 0.43
C 0.839 0.243 -0.776 2.519 -0.350 -0.018 -0.22
C 1.601 -0.780 -0.030 0.974 1.223 1.446 0.41
H -0.540 0.200 1.667 0.798 0.858 -0.618 0.21
H -1.506 1.602 1.173 2.382 -0.199 0.483 0.22
H 0.392 1.809 1.546 -0.663 -0.018 0.659 0.21
H -1.042 0.231 -1.923 0.165 0.517 -0.591 0.22
H -0.734 -2.051 -0.723 -0.246 -1.593 -0.362 0.13
H 1.608 0.671 -1.396 -0.641 0.562 -1.098 0.21
H 2.689 -0.632 -0.293 -0.323 -0.953 0.191 0.11
N -0.145 1.166 -0.224 0.577 -0.420 -2.162 -0.33
O -2.168 -1.068 0.361 0.014 -0.771 -0.763 -0.49
O 1.227 -1.461 0.891 -0.120 -0.367 -0.433 -0.51

---

(8)
15
Properties=species:S:1:pos:R:3:forces:R:3:nbo_charge:R:1 method="wB97M-V/def2-TZVPD" lumo_energy_ev="-0.653 / -0.653" max_force_ev_per_a=4.371 energy_ha=-399.81318 molar_mass_da=113.12 de_lowest_ev=4.147 smiles="C=C(C)/C=[N+](/[O-])C=O" orbital_gap_ev="7.71 / 7.71"
C -0.652 -1.359 0.843 1.973 0.583 -1.505 -0.33
C 1.487 -0.399 0.587 0.971 -0.288 0.558 0.01
C 2.717 1.092 -1.011 -1.502 -0.814 -0.756 0.54
C 0.133 -0.461 0.106 -2.875 -1.385 2.986 -0.05
C -0.516 0.548 -0.748 -2.727 1.460 1.605 -0.65
N 2.567 0.230 0.195 -0.997 0.595 -0.947 0.03
O 3.676 0.161 0.776 1.271 -0.221 0.910 -0.53
O 2.002 0.935 -1.966 1.557 0.656 0.985 -0.49
H -1.657 -1.717 0.727 -0.671 0.967 -0.702 0.21
H -0.202 -2.031 1.542 0.825 -0.071 0.439 0.18
H 1.705 -0.985 1.488 -0.048 0.172 -0.447 0.22
H 3.608 1.743 -0.845 -0.577 -0.301 -0.261 0.18
H -1.623 0.446 -0.884 0.892 -0.661 0.329 0.22
H -0.094 0.505 -1.661 1.215 0.256 -3.207 0.24
H -0.486 1.613 -0.391 0.692 -0.947 0.012 0.22

---

(9)
15
Properties=species:S:1:pos:R:3:forces:R:3:nbo_charge:R:1 method="wB97M-V/def2-TZVPD" lumo_energy_ev=0.853 max_force_ev_per_a=7.103 energy_ha=-399.77656 molar_mass_da=113.12 de_lowest_ev=5.143 smiles="C1=NO[C@@H]2OCC[C@@H]12" orbital_gap_ev=10.49
C -1.611 -0.445 -0.074 -3.603 -0.064 0.737 -0.09
C -0.788 0.957 0.016 -6.926 -0.183 -1.563 -0.43
C 0.372 0.375 -0.440 6.155 0.679 -0.821 -0.39
C 1.789 0.791 -0.038 1.967 -1.081 1.527 0.02
C 0.451 -0.916 0.209 2.537 -4.526 3.055 0.37
H -2.297 -0.612 0.807 0.745 0.535 -0.602 0.19
H -2.355 -0.433 -0.927 1.350 -0.459 0.365 0.19
H -1.021 1.290 0.965 1.012 0.668 2.374 0.23
H -1.373 1.685 -0.606 0.975 -0.612 -0.030 0.22
H 0.372 0.074 -1.519 -0.123 0.615 0.585 0.26
H 2.205 1.703 0.527 -0.822 -1.133 -1.595 0.23
H 0.642 -1.175 1.356 -0.286 2.008 -1.734 0.18
N 2.569 -0.269 0.065 -1.760 0.900 -0.870 -0.09
O 1.756 -1.436 -0.305 -0.378 1.514 0.276 -0.41
O -0.710 -1.590 -0.037 -0.843 1.140 -1.705 -0.50

---

(10)
15
Properties=species:S:1:pos:R:3:forces:R:3:nbo_charge:R:1 method="wB97M-V/def2-TZVPD" lumo_energy_ev=1.035 max_force_ev_per_a=1.038 energy_ha=-399.91047 molar_mass_da=113.12 de_lowest_ev=1.499 orbital_gap_ev=8.53
C 0.806 -0.815 0.670 -0.227 -0.207 -0.057 -0.13
C -0.050 -1.767 0.317 0.164 0.309 0.178 0.05
C 3.636 1.025 -0.042 0.317 -0.266 -0.098 0.50
C -0.796 0.114 -0.669 -0.414 0.830 -0.468 0.26
C -1.971 0.917 -0.108 0.373 -0.328 -0.089 -0.64
N 0.476 0.381 0.000 0.123 0.171 -0.066 -0.64
O 4.343 0.219 -0.393 -0.306 0.293 0.104 -0.50
O -1.033 -1.283 -0.521 0.065 -0.215 0.006 -0.50
H 1.668 -0.852 1.303 0.145 -0.205 0.137 0.22
H -0.105 -2.810 0.548 0.059 -0.205 0.091 0.21
H 0.491 1.223 0.563 -0.089 -0.132 0.029 0.38
H -0.690 0.327 -1.747 -0.118 -0.159 0.231 0.16
H -2.885 0.614 -0.610 -0.108 0.019 -0.067 0.22
H -1.809 1.980 -0.272 -0.003 0.118 -0.022 0.21
H -2.080 0.726 0.959 0.020 -0.022 0.089 0.21

---

Copy entry 8 word for word.
15
Properties=species:S:1:pos:R:3:forces:R:3:nbo_charge:R:1 method="wB97M-V/def2-TZVPD" lumo_energy_ev="-0.653 / -0.653" max_force_ev_per_a=4.371 energy_ha=-399.81318 molar_mass_da=113.12 de_lowest_ev=4.147 smiles="C=C(C)/C=[N+](/[O-])C=O" orbital_gap_ev="7.71 / 7.71"
C -0.652 -1.359 0.843 1.973 0.583 -1.505 -0.33
C 1.487 -0.399 0.587 0.971 -0.288 0.558 0.01
C 2.717 1.092 -1.011 -1.502 -0.814 -0.756 0.54
C 0.133 -0.461 0.106 -2.875 -1.385 2.986 -0.05
C -0.516 0.548 -0.748 -2.727 1.460 1.605 -0.65
N 2.567 0.230 0.195 -0.997 0.595 -0.947 0.03
O 3.676 0.161 0.776 1.271 -0.221 0.910 -0.53
O 2.002 0.935 -1.966 1.557 0.656 0.985 -0.49
H -1.657 -1.717 0.727 -0.671 0.967 -0.702 0.21
H -0.202 -2.031 1.542 0.825 -0.071 0.439 0.18
H 1.705 -0.985 1.488 -0.048 0.172 -0.447 0.22
H 3.608 1.743 -0.845 -0.577 -0.301 -0.261 0.18
H -1.623 0.446 -0.884 0.892 -0.661 0.329 0.22
H -0.094 0.505 -1.661 1.215 0.256 -3.207 0.24
H -0.486 1.613 -0.391 0.692 -0.947 0.012 0.22